[1]
Molecular formula: C8Cl5F6NO4S6Zr
Method: DFT, ωB97M-V with the def2-TZVPD basis set

```
31
Properties=species:S:1:pos:R:3:lowdin_charge:R:1
Zr 1.387 -0.412 0.443 0.96
F 2.020 -0.606 -3.287 0.14
C 2.099 0.700 -3.528 -0.68
F 3.340 1.115 -3.316 0.17
F 1.749 0.946 -4.779 0.17
S 0.967 1.595 -2.368 0.65
O 1.515 1.200 -1.049 -0.50
O 1.046 2.972 -2.677 -0.20
N -0.433 0.969 -2.640 -0.27
S -1.168 -0.083 -1.743 0.67
O -2.261 0.419 -0.991 -0.21
O -0.202 -0.941 -1.006 -0.49
C -1.826 -1.235 -3.025 -0.69
F -0.825 -1.708 -3.752 0.16
F -2.677 -0.582 -3.795 0.17
F -2.442 -2.234 -2.412 0.17
S 2.333 -2.614 -0.289 0.00
S 3.606 -2.746 1.354 0.01
S 2.994 -1.070 2.380 -0.03
S 3.521 0.540 1.210 0.12
Cl 0.292 2.733 1.720 0.70
C -0.514 1.381 2.449 -0.70
C -0.141 0.110 2.043 -0.36
C -0.799 -0.951 2.636 -0.70
Cl -0.305 -2.535 2.099 0.70
C -1.787 -0.802 3.597 -0.70
Cl -2.555 -2.169 4.293 0.70
C -2.139 0.494 3.981 -0.69
Cl -3.357 0.728 5.165 0.71
C -1.502 1.596 3.407 -0.70
Cl -1.936 3.188 3.879 0.70
```

Properties
Lowest unoccupied orbital energy in eV: -1.27
Energy above the lowest of the compared OMol25 structures with the same formula, charge and spin in kcal per mole: 0.0
Kohn-Sham gap in eV: 7.66

---

[2]
Molecular formula: C8F24LiN4O16S8
Method: DFT, ωB97M-V with the def2-TZVPD basis set

```
61
Properties=species:S:1:pos:R:3:lowdin_charge:R:1
Li 20.773 -3.957 17.793 0.61
C 21.960 2.912 15.972 -0.60
F 21.013 3.700 16.475 0.13
F 22.246 3.308 14.659 0.06
F 23.047 3.049 16.694 0.14
S 21.385 1.009 16.030 0.76
O 20.992 0.704 17.431 -0.32
O 20.238 0.909 15.094 -0.35
N 22.708 0.011 15.294 -0.28
S 23.344 -0.635 16.517 0.54
O 23.621 0.318 17.639 -0.36
O 22.741 -1.927 16.796 -0.34
C 25.159 -1.034 15.956 -0.66
F 25.203 -1.442 14.760 0.20
F 25.816 0.116 16.110 0.11
F 25.735 -1.949 16.837 0.08
C 23.692 -3.584 20.022 -0.66
F 24.062 -2.621 19.116 0.11
F 24.600 -3.724 20.960 0.15
F 22.586 -3.186 20.568 0.18
S 23.518 -5.327 19.194 0.74
O 24.902 -5.855 18.991 -0.31
O 22.718 -6.247 20.010 -0.32
N 22.478 -4.844 17.824 -0.39
S 23.361 -5.518 16.675 0.59
O 24.645 -4.874 16.373 -0.31
O 23.451 -6.974 16.922 -0.34
C 22.256 -5.117 15.103 -0.53
F 21.105 -4.587 15.503 0.08
F 22.926 -4.207 14.275 0.10
F 21.968 -6.306 14.505 0.10
C 17.563 -2.913 15.101 -0.56
F 16.374 -2.868 15.751 0.10
F 18.099 -4.155 14.889 0.10
F 17.486 -2.262 13.926 0.12
S 18.778 -1.861 16.218 0.65
O 19.986 -1.730 15.527 -0.28
O 18.135 -0.602 16.532 -0.26
N 19.043 -3.061 17.497 -0.37
S 18.038 -2.414 18.529 0.60
O 18.694 -1.301 19.294 -0.32
O 16.640 -2.178 18.121 -0.34
C 17.843 -3.856 19.888 -0.71
F 19.047 -4.063 20.441 0.11
F 17.136 -3.402 20.866 0.17
F 17.392 -4.971 19.407 0.16
C 17.026 -9.347 20.019 -0.58
F 16.544 -9.885 21.147 0.16
F 16.059 -9.439 19.038 0.09
F 17.327 -8.089 20.097 0.18
S 18.570 -10.499 19.416 0.77
O 19.640 -10.398 20.416 -0.29
O 17.927 -11.835 19.215 -0.32
N 19.037 -9.904 17.829 -0.15
S 19.926 -8.634 18.119 0.64
O 19.767 -8.000 19.443 -0.24
O 21.300 -8.997 17.782 -0.13
C 19.365 -7.289 16.809 -0.63
F 19.839 -6.096 17.087 0.15
F 19.716 -7.673 15.602 0.17
F 18.028 -7.327 16.808 0.14
```

Properties
Multiplicity: 2
Lowest unoccupied orbital energy (spin up / spin down) in eV: 3.05 / -1.87
Kohn-Sham gap (spin up / spin down) in eV: 7.38 / 2.46
Net charge: -2

---

[3]
Molecular formula: C8H10
Method: DFT, ωB97M-V with the def2-TZVPD basis set

```
18
Properties=species:S:1:pos:R:3:lowdin_charge:R:1
C 2.992 0.062 0.023 -0.06
C 1.940 -0.106 0.888 -0.05
C 0.193 0.620 -0.674 -0.17
C 0.102 -0.746 -0.677 -0.18
C -1.047 -1.324 -0.170 -0.09
C -2.089 -0.610 0.428 -0.07
C -2.008 0.782 0.320 -0.07
C -0.852 1.364 -0.230 -0.08
H 3.012 -0.344 -0.969 0.03
H 4.029 0.308 0.376 0.06
H 1.141 -0.680 0.620 -0.03
H 2.196 0.377 1.838 0.08
H 0.982 1.149 -1.172 0.11
H 0.846 -1.370 -1.141 0.12
H -1.103 -2.412 -0.159 0.11
H -2.908 -1.175 0.769 0.08
H -2.739 1.454 0.739 0.09
H -0.837 2.450 -0.350 0.11
```

Properties
Lowest unoccupied orbital energy in eV: 1.06
Structure (SMILES): c1ccccc1.C=C
Energy above the lowest of the compared OMol25 structures with the same formula, charge and spin in kcal per mole: 73.2
Kohn-Sham gap in eV: 9.64